Formula: C17H28Si3
Source: OMol25
Level of theory: ωB97M-V/def2-TZVPD

## Properties
structure (SMILES): C[Si](C)(C)[Si](C)(C)[Si](C)(C)c1cccc2ccccc12
energy relative to the best compared isomer or geometry (same formula, charge and spin): 29.1 kcal/mol

Each atom is followed by the atoms it is bonded to, with distances in Å.
Atoms and positions in Å:
1 C 1.92 2.91 -0.42  Si2 1.875, H21 1.144, H22 1.096, H23 1.162
2 Si 0.10 2.49 -0.35  C1 1.875, C3 1.893, C4 1.879, Si5 2.402
3 C -1.03 4.01 -0.25  Si2 1.893, H24 1.074, H25 1.120, H26 1.168
4 C -0.22 1.55 -1.95  Si2 1.879, H27 1.080, H28 1.103, H29 1.063
5 Si -0.66 1.03 1.40  Si2 2.402, C6 1.877, C7 1.999, Si8 2.313
6 C -2.05 1.89 2.33  Si5 1.877, H30 1.109, H31 1.044, H32 1.057
7 C 0.99 1.10 2.53  Si5 1.999, H33 1.130, H34 1.062, H35 1.070
8 Si -1.42 -1.12 1.00  Si5 2.313, C9 1.846, C10 1.907, C11 1.854
9 C -1.19 -2.46 2.24  Si8 1.846, H36 1.052, H37 1.128, H38 1.107
10 C -3.28 -1.05 0.56  Si8 1.907, H39 1.102, H40 1.079, H41 1.106
11 C -0.58 -1.54 -0.60  Si8 1.854, C12 1.386, C20 1.425
12 C -1.35 -1.73 -1.73  C11 1.386, C13 1.413, H42 1.094
13 C -0.74 -2.07 -2.96  C12 1.413, C14 1.357, H43 1.055
14 C 0.60 -2.29 -2.95  C13 1.357, C15 1.388, H44 1.075
15 C 1.38 -2.23 -1.81  C14 1.388, C16 1.455, C20 1.397
16 C 2.81 -2.45 -1.91  C15 1.455, C17 1.342, H45 1.111
17 C 3.63 -2.31 -0.85  C16 1.342, C18 1.417, H46 1.108
18 C 3.04 -1.96 0.38  C17 1.417, C19 1.375, H47 1.083
19 C 1.69 -1.74 0.52  C18 1.375, C20 1.419, H48 0.987
20 C 0.82 -1.83 -0.59  C11 1.425, C15 1.397, C19 1.419
21 H 2.05 3.78 -1.15  C1 1.144
22 H 2.56 2.10 -0.78  C1 1.096
23 H 2.39 3.30 0.58  C1 1.162
24 H -0.50 4.69 -0.88  C3 1.074
25 H -1.03 4.47 0.77  C3 1.120
26 H -2.12 3.76 -0.59  C3 1.168
27 H 0.35 0.64 -2.07  C4 1.080
28 H -0.09 2.24 -2.81  C4 1.103
29 H -1.26 1.36 -1.92  C4 1.063
30 H -1.47 2.33 3.17  C6 1.109
31 H -2.78 1.21 2.64  C6 1.044
32 H -2.57 2.58 1.72  C6 1.057
33 H 0.63 1.19 3.60  C7 1.130
34 H 1.70 1.85 2.28  C7 1.062
35 H 1.46 0.14 2.49  C7 1.070
36 H -2.13 -2.50 2.71  C9 1.052
37 H -0.42 -2.27 3.04  C9 1.128
38 H -0.95 -3.48 1.88  C9 1.107
39 H -3.75 -2.01 0.30  C10 1.102
40 H -3.36 -0.34 -0.25  C10 1.079
41 H -3.60 -0.72 1.56  C10 1.106
42 H -2.40 -1.45 -1.83  C12 1.094
43 H -1.21 -2.08 -3.91  C13 1.055
44 H 0.98 -2.57 -3.92  C14 1.075
45 H 3.27 -2.80 -2.85  C16 1.111
46 H 4.70 -2.60 -0.84  C17 1.108
47 H 3.75 -1.81 1.19  C18 1.083
48 H 1.37 -1.18 1.27  C19 0.987

Löwdin population analysis, charges in e, atoms 1 to 6: atom 1 (C): -0.232, atom 2 (Si): 0.437, atom 3 (C): -0.231, atom 4 (C): -0.221, atom 5 (Si): 0.543, atom 6 (C): -0.254